<A>
Here is 6 unconnected molecules or ions with the total composition C21H41F3NO15 from OMol25. Energies are from ωB97M-V/def2-TZVPD.

Element x y z (Å)
N  0.173  0.387  -0.059
H  0.041  -0.359  0.653
H  0.200  0.112  -0.907
H  0.960  0.929  -0.113
H  -0.391  1.188  0.213
C  -2.478  -1.629  -2.665
C  -3.776  -2.263  -2.481
O  -4.308  -1.658  -1.354
C  -3.449  -0.678  -0.946
O  -3.579  -0.003  0.049
O  -2.322  -0.730  -1.740
F  -3.608  -3.573  -2.183
H  -2.486  -1.227  -3.839
H  -1.587  -2.277  -2.638
H  -4.636  -2.169  -3.271
C  -2.388  -5.869  -0.651
C  -3.094  -5.397  0.675
O  -2.180  -4.417  1.160
C  -1.342  -3.985  0.223
O  -0.724  -2.994  0.315
O  -1.459  -4.869  -0.835
F  -3.388  -6.424  1.514
H  -3.120  -6.080  -1.457
H  -1.686  -6.814  -0.712
H  -4.023  -4.911  0.132
C  2.592  -0.391  3.365
C  3.972  -1.147  3.553
O  4.534  -1.070  2.328
C  3.811  -0.433  1.429
O  4.094  -0.194  0.299
O  2.566  -0.164  1.996
F  3.806  -2.405  3.931
H  2.517  0.613  3.892
H  1.818  -0.983  3.624
H  4.353  -0.602  4.421
C  2.922  3.307  -0.935
O  2.125  2.762  0.003
C  2.516  3.117  1.303
C  1.446  3.155  2.417
O  0.674  2.187  2.286
C  -0.309  2.029  3.280
C  -1.224  0.693  3.039
O  -0.500  -0.519  3.043
C  -1.368  -1.638  3.093
H  2.444  4.198  -1.130
H  2.885  2.726  -1.954
H  4.041  3.205  -0.853
H  3.291  4.003  1.401
H  3.345  2.355  1.493
H  0.839  4.047  2.303
H  1.905  3.150  3.407
H  -1.012  2.926  3.037
H  0.184  2.048  4.220
H  -1.926  0.914  2.261
H  -1.979  0.761  3.790
H  -1.877  -1.510  4.123
H  -1.008  -2.715  3.094
H  -2.102  -1.694  2.150
C  2.112  -2.089  -1.980
O  1.174  -1.133  -2.641
C  1.810  -0.042  -3.232
C  0.864  1.092  -3.674
O  0.046  1.436  -2.774
C  -1.090  2.205  -3.139
C  -1.178  3.387  -2.194
O  -1.266  3.033  -0.993
C  -1.323  4.150  -0.141
H  2.182  -1.528  -1.037
H  2.986  -2.112  -2.595
H  1.905  -3.097  -1.805
H  2.433  -0.369  -4.067
H  2.367  0.484  -2.400
H  0.238  0.741  -4.513
H  1.444  1.806  -3.975
H  -1.898  1.571  -2.891
H  -1.014  2.605  -4.045
H  -2.122  3.913  -2.487
H  -0.294  3.812  -2.430
H  -2.255  4.618  -0.476
H  -0.313  4.835  -0.075
H  -1.534  3.661  0.765

The calculation puts the HOMO energy at -0.452 Eh. Its net charge is +1. Its orbital gap is 0.393 hartree.

***

<B>
Here is 6 unconnected molecules or ions with the total composition C21H41F3NO15 from OMol25. Energies are from ωB97M-V/def2-TZVPD.

Element x y z (Å)
N  -0.059  0.054  -0.410
H  -0.647  -0.027  0.469
H  0.803  0.488  -0.545
H  -0.301  0.736  -0.953
H  -0.185  -0.676  -0.982
C  3.549  -1.054  1.534
C  3.891  -2.096  2.441
O  2.967  -3.074  2.220
C  2.140  -2.689  1.181
O  1.181  -3.285  0.767
O  2.490  -1.412  0.834
F  3.721  -1.700  3.701
H  4.607  -0.779  0.831
H  3.274  -0.122  1.830
H  4.822  -2.763  2.488
C  2.190  -0.382  5.996
C  1.105  -1.599  5.943
O  0.265  -1.165  4.927
C  0.755  -0.243  4.141
O  0.342  0.050  3.065
O  1.910  0.193  4.771
F  0.590  -1.831  7.143
H  3.224  -0.640  6.166
H  2.062  0.443  6.708
H  1.712  -2.424  5.568
C  -3.998  1.448  0.534
C  -4.523  2.857  0.995
O  -3.630  3.768  0.558
C  -2.611  3.213  -0.088
O  -1.646  3.728  -0.586
O  -2.725  1.792  0.009
F  -4.656  2.910  2.354
H  -4.481  0.901  -0.290
H  -3.792  0.803  1.427
H  -5.615  2.813  0.622
C  -0.602  2.081  -3.961
O  -1.089  1.177  -3.089
C  -2.500  1.069  -3.283
C  -3.125  -0.235  -2.824
O  -2.632  -0.662  -1.771
C  -3.183  -1.811  -1.191
C  -2.512  -2.199  0.213
O  -2.622  -1.283  1.234
C  -2.210  -1.757  2.488
H  -0.314  1.483  -4.775
H  0.444  2.595  -3.689
H  -1.012  3.048  -4.080
H  -3.004  1.454  -4.204
H  -2.932  1.935  -2.616
H  -2.945  -1.081  -3.697
H  -4.253  -0.227  -2.743
H  -2.760  -2.622  -1.979
H  -4.194  -1.706  -1.200
H  -1.626  -2.567  0.022
H  -3.006  -3.087  0.502
H  -2.826  -2.602  2.766
H  -2.163  -1.213  3.553
H  -1.114  -2.078  2.368
C  1.384  3.082  1.146
O  2.195  2.212  0.254
C  2.383  2.635  -1.047
C  2.944  1.591  -1.964
O  2.370  0.494  -1.966
C  2.994  -0.622  -2.555
C  2.045  -1.331  -3.498
O  0.988  -1.648  -2.828
C  0.091  -2.289  -3.689
H  0.425  2.882  0.816
H  1.737  4.157  0.946
H  1.463  3.091  2.227
H  3.030  3.552  -1.017
H  1.457  2.695  -1.369
H  4.089  1.389  -1.733
H  2.988  2.036  -2.834
H  3.187  -1.320  -1.756
H  3.745  -0.265  -3.141
H  2.643  -2.258  -3.851
H  1.888  -0.504  -4.062
H  0.582  -3.214  -3.990
H  -0.362  -1.683  -4.536
H  -0.782  -2.594  -2.976

The calculation puts the HOMO energy at -0.447 Eh. Its net charge is +1. Its orbital gap is 0.390 hartree.

***

The most stable structure shown above is <A>; the least stable is <B>.